Entry 1:
ORCA calculation (ωB97M-V with the def2-TZVPD basis set) on a cluster of 2 separate species, C5H9N3 in total at a distorted geometry.

Geometry (Å):
1 C 0.9124 -0.0665 -0.3742
2 C 0.7849 1.4586 -0.0861
3 C -2.2247 0.0235 -0.2163
4 C -1.5088 -1.1099 0.0642
5 C -0.1609 -0.3343 0.6229
6 H 2.4314 -1.5232 0.2554
7 H 2.9726 0.5715 0.5223
8 H 0.7008 -0.5086 -1.4469
9 H 0.5805 2.0774 -0.8224
10 H 1.7196 1.6752 0.4326
11 H -3.0445 -0.1415 -0.9066
12 H -1.2461 -1.6359 -0.8058
13 H -2.0676 -1.6103 0.7857
14 H -0.0845 -0.5709 1.6861
15 N 2.3461 -0.5261 -0.1696
16 N -0.4710 1.0267 0.6223
17 N -1.6400 1.1941 -0.1636

Force components x, y, z for each atom (eV/Å):
4.1 -2.2 -2.0
-0.6 -5.0 1.8
-1.2 5.4 -3.7
4.7 0.1 2.6
-2.1 -3.1 1.0
0.0 2.7 -0.3
-2.1 -4.9 -1.9
-0.2 1.2 1.9
-0.7 3.0 -3.6
-0.7 0.8 0.9
-0.7 0.9 0.3
0.0 -1.2 -1.1
-0.2 -1.9 1.4
1.3 -0.9 -0.3
1.0 2.4 2.0
-1.5 4.0 0.5
-1.1 -1.2 0.6

Summary:
* largest force on an atom: 6.6 eV/A
* Kohn-Sham gap: 8.88 eV
* relative energy (zero: lowest compared OMol25 entry of this formula, charge and spin): 6.678 eV
* HOMO: -0.299 Ha

Entry 2:
ORCA calculation (ωB97M-V with the def2-TZVPD basis set) on a structure of composition C35H49AgBrFNOPS.

Geometry (Å):
1 Ag 0.4280 0.6220 -0.3793
2 O 6.2313 1.9474 2.1970
3 C 5.0021 1.4713 1.7830
4 C 3.8692 2.0768 2.1593
5 C 2.4703 1.9760 1.6240
6 N 2.0860 1.4106 0.5799
7 C 4.4456 -0.7825 0.8751
8 Br 4.8763 -2.2221 -0.2739
9 C 5.2153 0.2841 0.9658
10 H 6.0816 2.7931 2.6291
11 H 4.0005 2.8986 2.8680
12 H 1.7817 2.5811 2.2684
13 H 6.1492 0.2426 0.4217
14 C 0.9475 -0.8063 5.6572
15 C 1.5229 -0.0780 4.4351
16 C 1.9138 1.3534 4.7971
17 C 0.5434 -0.1622 3.2821
18 C -0.3471 0.8453 2.9685
19 C -1.2756 0.7325 1.9358
20 C -2.1997 1.9162 1.7297
21 C -1.4605 3.2607 1.7747
22 C -3.3436 1.8782 2.7459
23 C -1.3773 -0.4738 1.1918
24 C -0.4014 -1.4814 1.4591
25 C 0.5069 -1.3033 2.4968
26 C -0.1815 -2.7342 0.6115
27 C 1.2580 -2.7658 0.0755
28 C -0.4772 -4.0185 1.3971
29 C -2.4419 -0.7294 0.1621
30 C -3.1079 -1.9316 0.1405
31 C -4.0099 -2.4206 -0.8539
32 C -4.0600 -2.1140 -2.1952
33 C -3.1451 -1.2853 -2.8990
34 C -2.3515 -0.3952 -2.2214
35 P -0.6765 0.1703 -2.5519
36 C -0.8999 1.8166 -3.4524
37 C -1.1889 2.8709 -2.3706
38 C 0.3978 2.2207 -4.1593
39 C -2.0757 1.7851 -4.4279
40 C 0.1892 -1.0514 -3.7033
41 C -0.3234 -1.1272 -5.1405
42 C 0.0109 -2.4213 -3.0298
43 C 1.6975 -0.7293 -3.7092
44 H 1.6686 -0.8278 6.4806
45 H 0.6752 -1.8337 5.4060
46 H 0.0433 -0.2950 6.0029
47 H 2.4291 -0.6054 4.1237
48 H 1.0680 1.8924 5.2329
49 H 2.2539 1.8993 3.9145
50 H 2.7202 1.3478 5.5343
51 H -0.3200 1.7729 3.5295
52 H -2.6521 1.8353 0.7497
53 H -1.1809 3.5504 2.7938
54 H -2.1098 4.0450 1.3753
55 H -0.5473 3.2302 1.1722
56 H -2.9558 1.8668 3.7711
57 H -3.9596 0.9882 2.5908
58 H -3.9853 2.7551 2.6209
59 H 1.2504 -2.0751 2.6816
60 H -0.8436 -2.7043 -0.2466
61 H 1.9838 -2.9659 0.8696
62 H 1.5230 -1.8037 -0.3676
63 H 1.3700 -3.5444 -0.6866
64 H 0.2893 -4.1909 2.1579
65 H -0.4882 -4.8841 0.7266
66 H -1.4429 -3.9650 1.9043
67 H -2.9959 -2.5679 1.0165
68 H -4.6671 -3.2210 -0.5296
69 H -4.7666 -2.6867 -2.7904
70 H -3.0236 -1.4672 -3.9656
71 H -0.3743 2.9256 -1.6463
72 H -2.1190 2.6567 -1.8415
73 H -1.2861 3.8541 -2.8490
74 H 1.2504 2.1671 -3.4762
75 H 0.3061 3.2579 -4.4981
76 H 0.6089 1.6040 -5.0342
77 H -3.0117 1.6134 -3.8922
78 H -1.9652 1.0104 -5.1905
79 H -2.1442 2.7547 -4.9364
80 H -1.3709 -1.4297 -5.1832
81 H 0.2626 -1.8810 -5.6810
82 H -0.2139 -0.1813 -5.6722
83 H -1.0371 -2.7129 -2.9658
84 H 0.4218 -2.4054 -2.0178
85 H 0.5556 -3.1826 -3.6015
86 H 1.9470 0.0476 -4.4330
87 H 2.2662 -1.6291 -3.9701
88 H 2.0416 -0.3960 -2.7280
89 S -4.2481 1.1257 -0.9212
90 C -2.8660 0.1531 -0.9529
91 F 3.3597 -1.0174 1.5585

Force components x, y, z for each atom (eV/Å):
-0.1 0.2 -0.7
0.2 -0.1 0.1
-0.2 -0.1 0.3
0.0 0.2 -0.4
-0.5 0.2 -0.4
0.8 -0.4 0.3
0.4 -0.2 -0.3
0.0 0.0 0.0
0.1 0.2 -0.2
0.0 0.1 0.0
0.0 0.0 0.0
0.1 0.0 -0.1
-0.1 0.1 -0.1
0.0 0.0 0.0
-0.1 0.1 0.0
0.0 0.0 0.0
0.0 -0.2 0.0
-0.1 0.0 0.0
-0.1 -0.1 0.2
0.0 0.0 0.0
0.0 -0.1 0.0
0.0 0.0 0.0
0.0 0.0 0.1
0.0 0.0 -0.1
0.0 0.0 0.1
0.1 0.0 0.2
0.0 -0.2 0.3
0.0 0.0 -0.1
-0.2 -0.3 -0.2
0.2 0.2 0.3
0.0 0.1 -0.2
0.0 -0.1 0.1
0.2 0.1 0.0
-0.3 0.0 0.4
0.0 0.1 0.0
0.1 0.0 0.2
-0.1 0.0 -0.1
0.0 0.0 0.0
0.0 0.0 0.0
0.1 0.0 0.2
0.0 0.0 0.0
0.0 0.0 0.1
0.0 0.0 -0.1
0.0 0.0 0.0
0.0 0.0 0.0
0.0 0.0 0.0
0.0 0.0 0.0
0.0 0.0 0.0
-0.1 -0.2 0.5
0.0 0.0 0.0
0.0 -0.1 -0.1
0.0 0.0 -0.1
0.0 0.0 -0.1
0.0 0.0 0.0
0.0 0.0 0.0
0.0 0.0 -0.1
0.0 0.1 0.0
0.0 -0.1 0.0
-0.1 0.0 0.0
-0.2 0.1 -0.1
-0.1 0.0 -0.1
0.1 0.0 0.0
0.0 0.0 0.1
0.0 0.0 0.0
0.0 0.1 0.1
0.0 0.0 -0.1
0.1 -0.1 -0.1
0.0 0.0 0.0
0.0 0.0 0.0
0.0 -0.1 0.1
0.0 0.0 0.0
0.0 0.0 0.0
0.0 -0.1 0.0
0.0 0.0 0.0
0.0 0.0 0.0
0.0 0.1 0.0
0.0 0.0 0.0
0.0 0.1 0.0
0.0 -0.1 0.0
0.1 0.0 0.0
0.0 0.0 0.0
0.0 -0.1 0.0
0.0 0.0 0.0
-0.1 0.0 -0.4
0.0 0.1 0.0
0.0 -0.1 0.1
-0.1 0.0 0.0
0.0 0.0 0.0
0.1 0.0 0.0
0.2 0.2 -0.2
-0.4 0.1 0.3

Summary:
* largest force on an atom: 0.9 eV/A
* Kohn-Sham gap (alpha / beta): 4.90 / 6.44 eV
* relative energy (zero: lowest compared OMol25 entry of this formula, charge and spin): 2.521 eV
* total charge: -1
* HOMO (alpha / beta): -0.095 / -0.151 Ha
* 2S+1: 2

Entry 3:
ORCA calculation (ωB97M-V with the def2-TZVPD basis set) on a structure of composition C13H19N2O11V at a distorted geometry.

Geometry (Å):
1 O -0.7730 -1.7022 -0.0587
2 V -1.0338 -2.4633 -1.4046
3 O -0.1285 -3.7920 -1.4242
4 O -4.0895 -0.1495 -6.4448
5 C -3.5169 -0.6924 -5.3539
6 O -2.8182 -1.6725 -5.4473
7 O -3.7218 -0.1997 -4.2145
8 H -4.3833 0.5630 -5.8723
9 C 0.6653 5.1280 2.2137
10 O 1.4781 4.4657 1.5714
11 N 0.0426 4.7639 3.3348
12 C -0.7942 5.6477 4.0798
13 C 0.1520 3.4020 3.9456
14 H 0.4069 6.1603 1.9311
15 H -1.8356 5.3645 3.9269
16 H -0.8019 6.6622 3.6813
17 H -0.3689 5.7244 5.0804
18 H -0.7857 3.1517 4.4416
19 H 0.5779 2.5841 3.3645
20 H 0.9227 3.4729 4.7131
21 C -5.3007 -4.9257 1.6199
22 O -4.4254 -4.6418 0.8021
23 N -5.0340 -5.2290 2.8962
24 C -6.1411 -5.4289 3.8494
25 C -3.6726 -5.0993 3.4678
26 H -6.2761 -5.3130 1.2872
27 H -5.7683 -6.0555 4.6597
28 H -7.0223 -5.9389 3.4602
29 H -6.4604 -4.4519 4.2124
30 H -3.5134 -4.0291 3.6005
31 H -3.4083 -5.6777 4.3530
32 H -2.9503 -5.5280 2.7731
33 C 5.9802 2.3488 -4.0750
34 C 4.7162 1.9622 -3.8976
35 C 4.3476 0.6442 -3.2335
36 O 3.1974 0.2177 -3.0526
37 C 5.5779 -0.1054 -2.8402
38 C 6.8508 0.2594 -3.1487
39 C 7.1695 1.5753 -3.7398
40 O 8.3146 1.9580 -3.9661
41 O 7.9143 -0.5361 -2.8868
42 O 3.6293 2.6912 -4.4195
43 H 6.1126 3.3564 -4.4405
44 H 5.4313 -1.1247 -2.5147
45 H 8.7315 -0.0326 -2.9033
46 H 2.8054 2.6858 -3.9269

Force components x, y, z for each atom (eV/Å):
-0.1 -0.8 -1.3
1.4 -1.7 0.5
-1.7 2.7 0.2
0.0 0.5 0.7
0.5 -1.0 1.9
2.0 -2.8 -1.2
-0.8 1.5 0.2
-1.3 1.6 -0.9
1.3 -0.3 -0.9
-0.9 0.3 0.6
-0.1 -2.1 0.1
-0.2 0.9 -0.5
1.0 1.0 0.4
0.0 0.1 -0.1
-0.1 -0.3 1.0
0.5 0.0 -0.3
-0.8 -0.2 0.3
0.0 -0.1 -0.3
-0.7 0.5 -0.9
-0.1 0.2 0.5
1.8 -1.8 -1.3
-0.6 0.6 0.4
-0.4 -0.8 1.8
0.5 0.2 0.0
-0.1 0.3 -1.2
-0.4 0.8 0.2
-0.1 0.2 0.1
0.2 0.0 -0.5
-0.1 -0.1 0.4
0.6 -0.1 0.3
-1.2 0.2 0.4
-0.1 0.5 -0.5
-0.5 1.3 -0.2
-3.2 0.1 -0.3
0.1 -0.8 0.3
2.3 1.3 -0.5
0.3 -0.6 -0.8
0.1 -0.7 0.9
0.2 0.8 -0.6
-1.2 -0.7 0.5
-1.2 -0.3 0.2
2.5 -0.1 0.1
0.3 0.0 -0.3
-0.1 0.0 0.4
0.2 0.5 -0.4
0.1 -0.7 0.5

Summary:
* largest force on an atom: 3.6 eV/A
* Kohn-Sham gap: 3.07 eV
* HOMO: -0.275 Ha

Entry 4:
ORCA calculation (ωB97M-V with the def2-TZVPD basis set) on an isolated molecule of C4H5N3 at a distorted geometry.

Geometry (Å):
1 C -0.0250 -0.0847 1.5757
2 N 0.4123 0.4773 0.2622
3 C -0.1832 -0.1228 -0.9525
4 C -0.6875 0.8177 -1.8569
5 N -1.1066 1.6662 -2.5411
6 C 0.1050 -1.4660 -1.2030
7 N 0.3571 -2.5940 -1.3635
8 H -1.0633 0.2111 1.7207
9 H 0.6083 0.3227 2.3690
10 H 0.0531 -1.1717 1.5432
11 H 1.4402 0.5001 0.2283
12 H 0.0895 1.4441 0.2180

Force components x, y, z for each atom (eV/Å):
-0.1 -0.1 0.0
0.0 0.2 0.0
-0.1 -0.1 0.0
-0.4 0.6 -0.6
0.4 -0.7 0.6
0.2 -0.9 -0.1
-0.2 1.0 0.2
0.1 -0.1 0.0
-0.1 -0.1 -0.1
0.0 0.2 -0.1
-0.2 0.0 0.0
0.3 0.1 0.1

Summary:
* largest force on an atom: 1.0 eV/A
* Kohn-Sham gap: 7.97 eV
* relative energy (zero: lowest compared OMol25 entry of this formula, charge and spin): 2.972 eV
* HOMO: -0.298 Ha